(1)
C19H27BF4MnN4P2S | wB97M-V/def2-TZVPD

Values from the calculation:
2S+1 ... 2
HOMO (alpha / beta) ... -8.0 / -7.7 eV
Lowest unoccupied orbital energy (alpha / beta) ... -0.41 / -0.35 eV
Energy above the lowest of the compared OMol25 structures with the same formula, charge and spin ... 0.0 kcal/mol
Frontier orbital gap (alpha / beta) ... 7.6 / 7.4 eV

Atoms and positions in Å:
Mn (-0.28617, 1.06549, -0.09802)
N (3.67662, 2.04638, -1.43934)
C (2.41961, 1.57246, -1.26802)
S (1.17275, 2.70265, -0.80092)
N (2.24051, 0.28915, -1.45000)
N (0.93303, -0.04613, -1.26310)
C (0.47087, -1.13154, -1.77226)
C (1.29884, -2.16312, -2.44196)
C (1.39897, -3.42820, -1.86858)
C (2.17901, -4.40680, -2.46732)
C (2.85747, -4.12840, -3.64464)
C (2.76111, -2.86763, -4.21774)
C (1.98959, -1.88557, -3.61697)
C (-0.99931, -1.24937, -1.68045)
C (-1.70197, -2.36811, -2.10156)
C (-3.08342, -2.37270, -1.99126)
C (-3.72668, -1.26281, -1.47612)
C (-2.95764, -0.17899, -1.09187)
N (-1.63328, -0.15747, -1.20132)
H (3.81405, 3.03934, -1.48066)
H (4.34985, 1.44312, -1.88139)
H (0.87381, -3.64100, -0.94457)
H (2.25767, -5.38505, -2.01136)
H (3.46357, -4.89212, -4.11429)
H (3.29252, -2.64733, -5.13448)
H (1.92330, -0.89734, -4.05220)
H (-1.17166, -3.22155, -2.49624)
H (-3.64818, -3.24370, -2.29613)
H (-4.79823, -1.23341, -1.34600)
H (-3.41454, 0.69901, -0.65695)
C (2.73409, 1.29241, 1.96388)
P (1.02747, 0.66031, 1.84557)
C (1.22235, -1.02936, 2.48888)
C (0.16761, 1.55183, 3.19842)
C (-0.38291, 2.88604, 2.69287)
P (-1.45115, 2.64312, 1.21605)
C (-1.61300, 4.34749, 0.58373)
C (-3.10082, 2.36543, 1.93438)
H (3.13037, 1.11546, 2.96504)
H (2.75573, 2.35873, 1.74310)
H (3.36382, 0.78284, 1.23491)
H (1.67625, -1.00934, 3.48115)
H (1.87309, -1.59003, 1.81550)
H (0.25571, -1.52718, 2.53930)
H (0.84735, 1.70015, 4.04128)
H (-0.64669, 0.90440, 3.53457)
H (0.42874, 3.54847, 2.37625)
H (-0.94468, 3.40225, 3.47564)
H (-1.92276, 5.02304, 1.38293)
H (-2.36114, 4.37561, -0.20905)
H (-0.66367, 4.68958, 0.17096)
H (-3.38981, 3.21213, 2.55994)
H (-3.10354, 1.45666, 2.53122)
H (-3.83764, 2.25197, 1.13860)
F (-2.32884, -0.52304, 3.60457)
B (-2.43026, -1.12318, 2.34505)
F (-1.93802, -2.41879, 2.35534)
F (-3.73104, -1.05079, 1.85500)
F (-1.58869, -0.34547, 1.44063)

***

(2)
C19H27ClF8N3O5P | wB97M-V/def2-TZVPD

Values from the calculation:
2S+1 ... 1
HOMO ... -8.2 eV
SMILES ... C=CC(=O)OCCCCCC[C@@]1(Cl)[C@@](F)(P(C)C)[C@@](CN)(ON=O)O[C@@]1(N)C(F)(F)C(F)(F)C(F)(F)F
Lowest unoccupied orbital energy ... -0.69 eV
Frontier orbital gap ... 7.5 eV

Atoms and positions in Å:
C (4.82032, 3.11012, 1.07854)
C (5.51616, 1.79501, 0.90501)
C (4.74135, 0.57155, 0.08320)
O (4.47577, 0.76936, -1.22362)
O (4.36172, -0.61755, 0.86418)
C (4.82602, -1.86859, 0.20008)
C (4.00236, -3.09755, 0.98030)
C (2.38003, -3.05090, 0.61880)
C (1.51905, -2.42129, 1.90682)
C (-0.04898, -2.31341, 1.34628)
C (-0.09654, -1.05045, 0.28988)
C (-1.20808, 0.09710, 0.63720)
Cl (-1.16258, 0.59726, 2.45994)
C (-2.80432, -0.16758, 0.39977)
N (-3.40123, 0.53039, 1.64078)
C (-3.39718, -1.68226, 0.23320)
F (-2.67585, -2.50899, -0.80583)
F (-3.21355, -2.44948, 1.51814)
C (-4.98532, -1.78067, -0.15836)
F (-5.84735, -0.71876, 0.40261)
F (-5.08812, -1.78081, -1.66552)
C (-5.67045, -3.23001, 0.31231)
F (-4.85088, -4.41098, -0.06885)
F (-6.04509, -3.22403, 1.77514)
F (-6.98595, -3.36681, -0.41647)
O (-3.02258, 0.58453, -0.88049)
C (-1.82678, 1.29717, -1.44198)
C (-2.46868, 2.53928, -2.29806)
N (-1.84302, 2.77742, -3.65424)
O (-0.94679, 0.55772, -2.36792)
N (-1.65116, -0.31398, -3.13042)
O (-0.81050, -0.75592, -3.93195)
C (-0.98203, 1.59642, -0.06830)
F (-1.67696, 2.76500, 0.56702)
P (0.81965, 2.22487, -0.15898)
C (1.22979, 3.17812, 1.47209)
C (1.13519, 3.37036, -1.65400)
H (4.67490, 3.51668, 2.17071)
H (4.42520, 3.78949, 0.19882)
H (6.58589, 1.59666, 1.35375)
H (4.53650, -1.85914, -0.95728)
H (5.98851, -1.95498, 0.36379)
H (4.44742, -4.15065, 0.68389)
H (4.07100, -2.97429, 2.16203)
H (1.95458, -4.10045, 0.27474)
H (2.30169, -2.33796, -0.33321)
H (1.60702, -3.07647, 2.87361)
H (1.95595, -1.32620, 2.06256)
H (-0.29867, -3.36150, 0.83964)
H (-0.77101, -2.20858, 2.26117)
H (1.01946, -0.63430, 0.20977)
H (-0.30809, -1.53365, -0.78085)
H (-4.02318, 1.32025, 1.29658)
H (-4.05404, -0.11034, 2.14597)
H (-3.60612, 2.25250, -2.49988)
H (-2.49699, 3.56907, -1.73021)
H (-0.82395, 2.99556, -3.60448)
H (-2.02611, 2.00615, -4.33271)
H (2.19106, 2.77412, 2.01587)
H (0.33092, 3.12048, 2.22704)
H (1.37446, 4.31194, 1.20338)
H (2.07319, 4.04830, -1.36841)
H (1.51314, 2.70146, -2.56588)
H (0.23979, 4.07413, -1.93673)

***

(3)
C19H27IrN3OS | wB97M-V/def2-TZVPD

Values from the calculation:
2S+1 ... 2
HOMO (alpha / beta) ... -14.4 / -14.6 eV
Lowest unoccupied orbital energy (alpha / beta) ... -7.72 / -8.62 eV
Total charge ... +2
Energy above the lowest of the compared OMol25 structures with the same formula, charge and spin ... 4.2 kcal/mol
Frontier orbital gap (alpha / beta) ... 6.7 / 5.9 eV

Atoms and positions in Å:
Ir (0.25228, 0.46570, 0.27464)
N (0.61746, -0.17172, 2.23918)
C (-0.25858, -1.22347, 2.74757)
C (-0.85704, -1.03450, 3.97830)
C (-1.63327, -2.04953, 4.51834)
C (-1.79220, -3.23222, 3.81566)
C (-1.21378, -3.38773, 2.56544)
C (-0.43643, -2.38031, 1.99329)
C (0.02783, -2.51506, 0.59086)
C (0.22698, -3.79200, 0.05207)
C (0.37107, -3.99492, -1.30869)
C (0.31811, -2.91772, -2.19018)
C (0.22404, -1.63607, -1.68216)
C (0.12854, -1.42959, -0.30024)
H (0.51774, 0.63974, 2.84951)
H (1.59169, -0.46355, 2.33339)
H (-0.70889, -0.11147, 4.52718)
H (-2.10854, -1.91219, 5.47944)
H (-2.38925, -4.03268, 4.22990)
H (-1.41043, -4.29176, 2.00685)
H (0.25014, -4.64302, 0.71910)
H (0.49150, -5.00115, -1.68744)
H (0.36440, -3.07727, -3.25918)
H (0.21823, -0.78629, -2.35410)
C (-2.34477, 3.36700, -0.41793)
C (-1.55216, 2.53791, -1.40756)
C (-0.37981, 3.30223, -1.99498)
C (-2.43138, 1.91528, -2.47441)
O (-0.97401, 1.40475, -0.65082)
H (-2.78920, 4.21560, -0.93734)
H (-1.70433, 3.75484, 0.37503)
H (-3.14896, 2.78130, 0.02625)
H (-0.75636, 4.15369, -2.56160)
H (0.19630, 2.67110, -2.67316)
H (0.27309, 3.68306, -1.20772)
H (-2.90446, 2.71073, -3.05059)
H (-3.21436, 1.30519, -2.02601)
H (-1.84802, 1.29939, -3.15892)
C (4.64734, 2.37362, -1.14594)
N (4.36472, 0.98066, -1.51713)
C (3.41055, 0.22336, -1.01384)
S (2.47627, 0.90178, 0.32763)
N (3.22897, -1.01293, -1.42242)
C (4.04880, -1.66421, -2.44125)
H (5.55457, 2.67080, -1.66254)
H (4.81511, 2.46085, -0.07514)
H (3.83063, 3.02392, -1.45204)
H (4.95901, 0.56947, -2.22280)
H (2.49166, -1.54491, -0.98592)
H (3.90049, -1.19896, -3.41700)
H (3.74637, -2.70467, -2.50213)
H (5.10383, -1.63125, -2.16515)

***

(4)
C19H27N2O3S | wB97M-V/def2-TZVPD

Values from the calculation:
2S+1 ... 1
HOMO ... -11.2 eV
SMILES ... COc1cc(C[NH2+]Cc2cccs2)ccc1OCC(=O)NC(C)(C)C
Lowest unoccupied orbital energy ... -2.71 eV
Total charge ... +1
Energy above the lowest of the compared OMol25 structures with the same formula, charge and spin ... 3.2 kcal/mol
Frontier orbital gap ... 8.5 eV

Atoms and positions in Å:
C (-0.99944, -3.42979, -0.79035)
H (-0.71926, -4.32916, -1.33711)
H (-0.85920, -3.59483, 0.27863)
H (-2.04576, -3.19554, -0.99162)
O (-0.13658, -2.42344, -1.28367)
C (-0.17551, -1.15007, -0.83398)
C (0.74352, -0.31134, -1.45530)
C (0.86513, 1.03252, -1.12129)
C (0.04441, 1.55411, -0.13661)
C (-0.88635, 0.74160, 0.48761)
C (-1.01587, -0.60531, 0.16660)
O (-1.91461, -1.43162, 0.76707)
C (-2.68080, -0.93707, 1.85086)
H (-3.19421, -1.81369, 2.25538)
C (-3.72874, 0.11152, 1.42347)
O (-3.84701, 1.15911, 2.02213)
N (-4.43036, -0.27324, 0.35087)
H (-4.23074, -1.18093, -0.04083)
C (-5.48449, 0.50922, -0.30657)
C (-6.61234, 0.77322, 0.69182)
H (-7.40052, 1.35089, 0.21846)
H (-6.23153, 1.33151, 1.54205)
H (-7.03236, -0.16452, 1.04838)
C (-4.88773, 1.82858, -0.80145)
H (-4.06548, 1.64067, -1.48989)
H (-5.64747, 2.41074, -1.31397)
H (-4.51638, 2.40422, 0.04136)
C (-5.99340, -0.32181, -1.48198)
H (-5.19062, -0.52415, -2.18899)
H (-6.40639, -1.26681, -1.13495)
H (-6.77746, 0.21872, -2.00390)
H (-2.04275, -0.50872, 2.63096)
H (-1.52550, 1.18156, 1.23382)
H (0.10681, 2.59438, 0.14066)
C (1.91359, 1.86213, -1.80567)
H (1.83896, 2.90971, -1.51181)
H (1.82037, 1.78769, -2.89129)
N (3.26547, 1.34754, -1.42100)
H (4.00052, 1.75711, -2.00753)
H (3.26024, 0.32822, -1.57635)
C (3.60310, 1.56472, 0.02100)
C (4.80963, 0.77830, 0.39114)
C (6.04167, 1.22011, 0.76916)
C (6.94143, 0.16325, 1.02932)
C (6.38763, -1.05950, 0.83478)
S (4.74743, -0.96405, 0.34799)
H (6.84054, -2.02388, 0.95020)
H (7.95741, 0.30965, 1.34506)
H (6.30021, 2.25830, 0.87282)
H (3.77156, 2.62987, 0.18984)
H (2.73004, 1.24390, 0.59710)
H (1.34791, -0.75660, -2.23232)

***

Repeat the third record exactly.
C19H27IrN3OS | wB97M-V/def2-TZVPD

Values from the calculation:
2S+1 ... 2
HOMO (alpha / beta) ... -14.4 / -14.6 eV
Lowest unoccupied orbital energy (alpha / beta) ... -7.72 / -8.62 eV
Total charge ... +2
Energy above the lowest of the compared OMol25 structures with the same formula, charge and spin ... 4.2 kcal/mol
Frontier orbital gap (alpha / beta) ... 6.7 / 5.9 eV

Atoms and positions in Å:
Ir (0.25228, 0.46570, 0.27464)
N (0.61746, -0.17172, 2.23918)
C (-0.25858, -1.22347, 2.74757)
C (-0.85704, -1.03450, 3.97830)
C (-1.63327, -2.04953, 4.51834)
C (-1.79220, -3.23222, 3.81566)
C (-1.21378, -3.38773, 2.56544)
C (-0.43643, -2.38031, 1.99329)
C (0.02783, -2.51506, 0.59086)
C (0.22698, -3.79200, 0.05207)
C (0.37107, -3.99492, -1.30869)
C (0.31811, -2.91772, -2.19018)
C (0.22404, -1.63607, -1.68216)
C (0.12854, -1.42959, -0.30024)
H (0.51774, 0.63974, 2.84951)
H (1.59169, -0.46355, 2.33339)
H (-0.70889, -0.11147, 4.52718)
H (-2.10854, -1.91219, 5.47944)
H (-2.38925, -4.03268, 4.22990)
H (-1.41043, -4.29176, 2.00685)
H (0.25014, -4.64302, 0.71910)
H (0.49150, -5.00115, -1.68744)
H (0.36440, -3.07727, -3.25918)
H (0.21823, -0.78629, -2.35410)
C (-2.34477, 3.36700, -0.41793)
C (-1.55216, 2.53791, -1.40756)
C (-0.37981, 3.30223, -1.99498)
C (-2.43138, 1.91528, -2.47441)
O (-0.97401, 1.40475, -0.65082)
H (-2.78920, 4.21560, -0.93734)
H (-1.70433, 3.75484, 0.37503)
H (-3.14896, 2.78130, 0.02625)
H (-0.75636, 4.15369, -2.56160)
H (0.19630, 2.67110, -2.67316)
H (0.27309, 3.68306, -1.20772)
H (-2.90446, 2.71073, -3.05059)
H (-3.21436, 1.30519, -2.02601)
H (-1.84802, 1.29939, -3.15892)
C (4.64734, 2.37362, -1.14594)
N (4.36472, 0.98066, -1.51713)
C (3.41055, 0.22336, -1.01384)
S (2.47627, 0.90178, 0.32763)
N (3.22897, -1.01293, -1.42242)
C (4.04880, -1.66421, -2.44125)
H (5.55457, 2.67080, -1.66254)
H (4.81511, 2.46085, -0.07514)
H (3.83063, 3.02392, -1.45204)
H (4.95901, 0.56947, -2.22280)
H (2.49166, -1.54491, -0.98592)
H (3.90049, -1.19896, -3.41700)
H (3.74637, -2.70467, -2.50213)
H (5.10383, -1.63125, -2.16515)

***

Which formula does entry 1 have?
C19H27BF4MnN4P2S